Entry from the Open Molecules 2025 dataset: C37H51N7O6PbS as an isolated structure (ωB97M-V/def2-TZVPD).

Geometry as XYZ:
```
103
Properties=species:S:1:pos:R:3:lowdin_charge:R:1
Pb 2.39 0.60 -0.90 1.3472
C -3.17 5.51 2.75 -0.0274
C -2.04 5.50 1.71 -0.5587
C -0.93 6.48 2.13 -0.0287
C -2.60 5.96 0.37 -0.0586
C -1.44 4.11 1.62 -0.1313
C -1.50 3.34 0.53 0.0463
C -1.00 1.97 0.59 -0.1471
N -1.49 1.09 -0.20 0.2360
C -1.38 -0.31 -0.06 -0.3565
C -2.78 -0.86 0.10 0.1479
C -3.07 -1.83 -0.72 -0.0478
C -1.15 -3.41 -0.86 0.1090
C -0.06 -3.13 -0.18 -0.0216
C 0.24 -1.64 -0.27 -0.4648
O 1.51 -1.35 -0.48 -0.2854
C 0.77 -4.12 0.60 -0.5283
C 2.09 -4.38 -0.15 -0.0206
C 0.01 -5.43 0.77 -0.0380
C 1.06 -3.50 1.98 -0.0167
C -4.33 -2.50 -1.16 -0.5229
C -5.41 -2.10 -0.13 -0.0295
C -4.72 -1.95 -2.54 -0.0027
C -4.25 -4.03 -1.23 -0.0256
C 0.09 1.78 1.63 -0.2347
O 1.13 1.24 1.30 -0.0735
C -0.12 2.43 2.93 -0.0805
C -0.83 3.57 2.86 0.0722
C 0.54 1.88 4.19 -0.5398
C -0.01 2.57 5.43 -0.0483
C 2.06 2.11 4.13 -0.0291
C 0.25 0.37 4.28 -0.0290
H -3.60 6.51 2.80 0.0967
H -3.96 4.81 2.47 0.0957
H -2.82 5.25 3.75 0.0817
H -1.35 7.49 2.20 0.0961
H -0.51 6.23 3.11 0.0820
H -0.12 6.50 1.40 0.0944
H -2.98 6.97 0.46 0.0950
H -1.84 5.96 -0.42 0.0908
H -3.44 5.33 0.04 0.0898
H -2.04 3.62 -0.36 0.1178
H -3.49 -0.40 0.77 0.1499
H -1.72 -4.30 -1.04 0.1253
H 1.89 -4.83 -1.13 0.0955
H 2.66 -3.47 -0.29 0.0693
H 2.68 -5.09 0.43 0.0964
H -0.18 -5.91 -0.19 0.0921
H 0.61 -6.13 1.36 0.0986
H -0.93 -5.29 1.29 0.0971
H 1.62 -2.57 1.88 0.0840
H 0.14 -3.30 2.52 0.0991
H 1.66 -4.20 2.56 0.0986
H -5.56 -1.02 -0.11 0.0945
H -6.35 -2.56 -0.43 0.1018
H -5.16 -2.45 0.87 0.1027
H -4.78 -0.86 -2.53 0.1048
H -4.02 -2.26 -3.31 0.0688
H -5.70 -2.35 -2.82 0.1059
H -3.92 -4.48 -0.29 0.0980
H -5.25 -4.42 -1.45 0.1032
H -3.61 -4.37 -2.05 0.0870
H -0.96 4.16 3.75 0.1071
H 0.26 3.63 5.47 0.0897
H -1.10 2.48 5.50 0.0975
H 0.42 2.10 6.32 0.0961
H 2.29 3.18 4.03 0.0952
H 2.51 1.75 5.06 0.0940
H 2.52 1.58 3.30 0.0706
H -0.82 0.19 4.36 0.0966
H 0.63 -0.17 3.42 0.0693
H 0.73 -0.04 5.17 0.0949
C 1.33 2.23 -4.18 0.0116
C 0.52 1.07 -3.73 -0.3680
N 0.45 0.59 -2.50 0.0425
C -0.45 -0.47 -2.54 -0.1014
C -0.89 -0.63 -3.82 -0.0506
N -0.29 0.37 -4.54 0.2089
C -1.81 -1.55 -4.56 -0.4680
O -1.75 -2.85 -4.25 0.1399
O -2.54 -1.13 -5.41 0.1727
C -0.83 -1.10 -1.26 -0.1044
O -1.79 -2.21 -1.46 0.0026
O -0.42 -0.90 0.82 0.0645
H 2.29 2.23 -3.66 0.0571
H 0.81 3.16 -3.96 0.1028
H 1.53 2.18 -5.25 0.0993
H -0.46 0.54 -5.52 0.1920
H -0.97 -3.04 -3.70 0.1184
C 8.27 -1.37 -1.40 0.0124
C 7.13 -1.33 -2.34 -0.3091
N 7.16 -1.66 -3.59 0.1537
N 5.89 -1.45 -4.03 0.0495
C 5.06 -1.01 -3.09 -0.7391
S 3.40 -0.74 -3.23 0.5970
N 5.85 -0.91 -1.99 -0.0934
N 5.39 -0.50 -0.75 0.0883
H 9.15 -1.72 -1.93 0.0993
H 8.08 -2.06 -0.57 0.0930
H 8.48 -0.39 -0.98 0.0932
H 5.65 -1.66 -4.99 0.1673
H 5.91 0.33 -0.46 0.1139
H 5.55 -1.24 -0.07 0.1192
```

## Properties
**LUMO energy**: -5.638 eV
**Energy relative to the best compared isomer or geometry (same formula, charge and spin)**: 252.4 kJ/mol
**HOMO energy**: -0.494 Ha
**Total charge**: +2
**E_tot**: -77980.788 eV